## A
One molecule with the formula C5H8O2S. Source: the Open Molecules 2025 dataset; level of theory: wB97M-V/def2-TZVPD.

Each atom is followed by the atoms it is bonded to, with distances in Å.
Cartesian coordinates (Å):
1 C 1.04845 -0.23710 1.49593  C2 1.525, H7 1.109, H8 1.105, S16 1.817
2 C 0.54181 -0.00039 0.07699  C1 1.525, C3 1.480, C5 1.507, H9 1.100
3 C -0.88915 -0.18544 -0.25106  C2 1.480, C5 1.509, H10 1.097, O14 1.401
4 C -1.11055 -0.40796 -2.45424  H11 1.119, H12 1.098, O14 1.406, O15 1.407
5 C 0.12771 -1.15988 -0.79274  C2 1.507, C3 1.509, H13 1.060, O15 1.396
6 H -0.44170 1.42487 2.31099  S16 1.335
7 H 2.10020 -0.58848 1.46417  C1 1.109
8 H 0.51217 -1.07764 1.97125  C1 1.105
9 H 1.06401 0.71999 -0.57018  C2 1.100
10 H -1.63506 -0.46429 0.50271  C3 1.097
11 H -1.91346 -1.17811 -2.57656  C4 1.119
12 H -1.04009 0.27734 -3.30941  C4 1.098
13 H 0.16102 -2.16384 -0.45497  C5 1.060
14 O -1.49251 0.40277 -1.37063  C3 1.401, C4 1.406
15 O 0.13285 -1.00642 -2.18032  C4 1.407, C5 1.396
16 S 0.86004 1.23899 2.53877  C1 1.817, H6 1.335

As for the SMILES: SC[C@@H]1[C@H]2OCO[C@@H]12. As for the HOMO energy: -0.33724 Ha. For the gap between HOMO and LUMO, the calculation gives 10.09 eV.

=====

## B
One molecule with the formula C5H8O2S. Source: the Open Molecules 2025 dataset; level of theory: wB97M-V/def2-TZVPD.

Each atom is followed by the atoms it is bonded to, with distances in Å.
Cartesian coordinates (Å):
1 C -1.39265 -0.72846 -1.55075  C2 1.588, H6 1.106, O14 1.317
2 C 0.15473 -0.88016 -1.22856  C1 1.588, H7 1.133, O15 1.528, S16 1.876
3 C 0.83291 1.62619 0.05906  C4 1.611, H8 1.159, H9 1.170, S16 1.728
4 C 0.63501 0.56222 1.25219  C3 1.611, C5 1.585, H10 1.084, H11 1.047
5 C -0.24428 -0.75397 1.16903  C4 1.585, H12 1.070, H13 1.105, O15 1.447
6 H -1.66658 -1.76586 -1.28289  C1 1.106
7 H 0.30010 -1.68421 -2.01308  C2 1.133
8 H 0.13693 2.53690 -0.11211  C3 1.159
9 H 1.71588 2.32358 0.38167  C3 1.170
10 H 1.64437 0.16889 1.22996  C4 1.084
11 H 0.31067 1.21446 2.00367  C4 1.047
12 H -1.26868 -0.54242 0.94557  C5 1.070
13 H -0.39461 -1.40918 2.04659  C5 1.105
14 O -2.18045 0.31770 -1.69414  C1 1.317
15 O 0.17656 -1.63423 0.10030  C2 1.528, C5 1.447
16 S 1.24010 0.64855 -1.30649  C2 1.876, C3 1.728

As for the SMILES: O=C[C@@H]1OCCCS1. As for the HOMO energy: -0.33010 Ha. For the gap between HOMO and LUMO, the calculation gives 9.07 eV.

=====

A is preferred energetically. Next in line: 161.5 kJ/mol higher.